1.
Molecular formula: C9H19N3O2S
Method: DFT, wB97M-V/def2-TZVPD

```
34
Properties=species:S:1:pos:R:3:lowdin_charge:R:1
C -0.3288 4.8142 -3.3509 -0.42
C 1.6837 -0.9555 1.2661 -0.14
C 0.9784 -1.7952 -0.9409 -0.63
C -2.4358 0.8387 -1.7329 -0.12
C 2.8327 -0.1334 -0.6664 -0.02
C 0.5152 -1.7043 3.3183 0.01
C -1.7464 1.6827 -0.6616 -0.30
C -0.8738 0.9747 0.3134 -0.22
C -1.5356 -0.2224 1.0723 -0.12
N 1.8524 -1.1335 -0.0593 -0.22
N 0.5461 -1.4187 1.8136 -0.21
N -0.5876 -1.4143 1.0440 -0.14
O -0.4490 4.9110 -4.4907 0.22
O -0.2222 4.7553 -2.2053 0.21
S 0.6010 -3.4348 -0.5260 0.69
H 2.4824 -0.6364 2.0761 0.17
H 1.3800 -1.8583 -1.9561 0.02
H -2.7676 1.4699 -2.5964 0.08
H -3.3632 0.2622 -1.4466 0.07
H -1.7135 -0.0290 -1.9072 0.09
H 3.4498 0.4090 0.1330 0.11
H 3.5796 -0.6673 -1.1506 0.05
H 2.3627 0.5784 -1.2895 0.07
H -0.5475 -1.4225 3.5181 0.09
H 0.6199 -2.7968 3.5043 0.09
H 1.3139 -1.0994 3.7005 0.06
H -1.1661 2.4893 -1.0240 0.07
H -2.6119 2.0092 -0.0210 0.12
H -0.0759 0.4910 -0.3225 0.10
H -0.6023 1.7112 1.0664 0.11
H -1.5659 0.0339 2.1384 0.09
H -2.4613 -0.5390 0.6027 0.11
H -0.9915 -2.3320 0.8467 0.06
H 1.8479 -3.8380 -0.0659 -0.13
```

Output
Net charge = 0
Relative energy (zero: lowest compared OMol25 entry of this formula, charge and spin) = 5.353 eV
F_max = 3.78 eV/Å
Calculated total energy = -1067.08289 hartree



2.
Molecular formula: C4H10O3
Method: DFT, wB97M-V/def2-TZVPD

```
17
Properties=species:S:1:pos:R:3:lowdin_charge:R:1
C 0.5734 1.1392 -0.5216 -0.32
C -1.0919 -0.4811 -0.5531 -0.40
C 0.5643 -0.3360 -0.5637 -0.06
C -1.5956 -0.5911 0.8789 -0.05
O 0.2456 1.8505 0.4182 0.02
O -1.3254 -1.6841 -1.2617 -0.06
O 2.9513 0.8768 0.6989 -0.06
H 2.7040 1.8212 0.5822 0.06
H -2.2709 -1.7842 -1.4267 0.09
H 2.9115 0.7058 1.6359 0.04
H 1.2094 1.5657 -1.3261 0.13
H -1.6521 0.3227 -1.0589 0.14
H 0.9915 -0.8286 0.3097 0.12
H 0.9280 -0.7298 -1.5098 0.12
H -1.1618 -1.4632 1.3607 0.08
H -2.6805 -0.6784 0.9052 0.08
H -1.3008 0.2946 1.4319 0.07
```

Output
Net charge = 0
Relative energy (zero: lowest compared OMol25 entry of this formula, charge and spin) = 1.862 eV
F_max = 3.94 eV/Å
Calculated total energy = -384.08119 hartree
SMILES = C[C@H](O)CC=O.O



3.
Molecular formula: C5H7NS
Method: DFT, wB97M-V/def2-TZVPD

```
14
Properties=species:S:1:pos:R:3:lowdin_charge:R:1
C 2.3414 0.1643 0.0425 0.01
C 1.4163 -0.8383 -0.2282 -0.17
C -0.0626 -0.7848 -0.0332 -0.19
C -0.5173 0.7688 0.0001 -0.22
C -2.9920 0.4984 -0.0959 -0.75
H 3.3780 0.1018 0.0145 0.01
H 2.0518 1.2612 0.4895 0.10
H 1.7700 -1.7932 -0.4266 0.06
H -0.4265 -1.2627 0.9538 0.14
H -0.7004 -1.2774 -0.7584 0.10
H 0.1102 1.4725 -0.6967 0.13
H -0.1369 1.1155 1.0412 0.13
N -1.9187 1.0083 -0.3118 0.02
S -4.3132 -0.4345 0.0092 0.62
```

Output
Net charge = 0
Relative energy (zero: lowest compared OMol25 entry of this formula, charge and spin) = 2.162 eV
F_max = 4.77 eV/Å
Calculated total energy = -647.57757 hartree
SMILES = C=CCCN=C=S



4.
Molecular formula: C2N2OS2
Method: DFT, wB97M-V/def2-TZVPD

```
7
Properties=species:S:1:pos:R:3:lowdin_charge:R:1
C -0.4524 2.0060 0.5834 -0.50
C 1.4012 -3.1754 -0.4672 -0.88
N -1.5092 2.7609 0.6894 -0.45
N 0.7151 1.9901 0.5209 0.19
O 2.3083 -3.7602 -0.1244 0.13
S -2.6707 2.4290 -0.3161 0.76
S 0.2076 -2.2504 -0.8860 0.74
```

Output
Net charge = 0
Relative energy (zero: lowest compared OMol25 entry of this formula, charge and spin) = 0.238 eV
F_max = 4.16 eV/Å
Calculated total energy = -1057.24798 hartree



5.
Molecular formula: C5H26NO9
Method: DFT, wB97M-V/def2-TZVPD

```
41
Properties=species:S:1:pos:R:3:lowdin_charge:R:1
C -1.6596 1.0170 -2.4950 -0.12
N -1.9928 -0.1442 -1.6801 -0.09
C -0.8717 -0.8248 -1.0044 -0.32
C 0.1913 -1.5546 -1.8095 -0.12
C 0.8195 -2.6776 -0.9743 -0.24
O 1.8330 -2.3209 -0.0492 -0.11
C -0.3426 0.2501 0.0044 -0.25
O 0.4606 -0.2658 0.9357 -0.02
H -2.5549 1.2968 -3.0473 0.09
H -1.5782 1.9289 -1.8353 0.09
H -0.6901 0.9911 -2.9770 0.07
H -2.3849 -0.8431 -2.3137 0.11
H -1.4370 -1.5641 -0.3977 0.14
H -0.2137 -1.9682 -2.7485 0.13
H 0.9312 -0.8297 -2.1994 0.12
H -0.0398 -3.1616 -0.4880 0.12
H 1.2513 -3.4629 -1.6166 0.13
H 0.2128 1.0965 -0.5096 0.14
H -1.1626 0.8669 0.4360 0.15
H 1.4089 -1.5400 0.4591 0.08
H -1.8938 0.0900 2.5561 0.00
H -2.6318 -0.9388 1.7848 0.04
O -2.5246 -0.6332 2.6954 -0.04
H 1.6118 1.8833 0.9521 0.04
H 2.4171 1.1324 -0.1330 0.05
O 1.9210 1.9483 0.0455 -0.04
H 0.6574 -2.3347 2.8531 0.03
H -0.7142 -1.7950 3.6062 0.01
O 0.1707 -2.1641 3.6586 -0.04
H 2.6486 -1.2743 -0.9805 -0.01
H 4.0726 -1.2737 -1.0395 0.05
O 3.3763 -0.6936 -1.3809 -0.10
H 0.8338 2.4594 -1.7164 -0.01
H 1.5787 3.3481 -2.5975 0.05
O 0.7031 2.9412 -2.5465 -0.06
H -1.1415 3.1161 2.4504 0.01
H -2.5549 2.4810 2.4775 0.02
O -2.0818 3.3175 2.4592 -0.05
H 0.2018 0.2011 3.6349 0.02
H 0.7579 0.8531 2.3212 -0.01
O 0.4112 1.0461 3.2100 -0.06
```

Output
Net charge = 0
Relative energy (zero: lowest compared OMol25 entry of this formula, charge and spin) = 0.610 eV
F_max = 2.55 eV/Å
Calculated total energy = -937.88439 hartree
2S+1 = 2



6.
Molecular formula: C16H23N3O3ReSSbSe4
Method: DFT, wB97M-V/def2-TZVPD

```
52
Properties=species:S:1:pos:R:3:lowdin_charge:R:1
Re 3.6674 -0.1337 -0.4423 0.41
Se 9.7802 -11.5706 15.7225 0.27
Sb 11.3949 -12.2086 14.2791 0.45
Se 1.3709 0.2377 -0.3894 0.74
Se 4.1487 -1.6682 1.0186 0.43
Se 13.0197 -12.8647 12.8557 0.28
O 3.6942 -0.9364 -2.4631 -0.12
C 4.7658 -0.3000 -2.7020 -0.57
O 5.2358 0.4058 -1.7682 -0.09
C 5.4601 -0.3677 -4.0380 -0.13
N 4.7275 -1.3612 -4.9178 0.12
C 5.7058 -2.4796 -5.2729 -0.06
C 6.7276 -2.4115 -4.1537 -0.13
C 6.8964 -0.9089 -3.9344 -0.08
H 5.4146 0.6241 -4.4879 0.18
H 4.3521 -0.9179 -5.7559 0.19
H 3.9290 -1.7324 -4.3913 0.17
H 6.1406 -2.2246 -6.2371 0.15
H 5.1534 -3.4111 -5.3570 0.14
H 7.6573 -2.8990 -4.4373 0.14
H 6.3511 -2.9060 -3.2553 0.13
H 7.5045 -0.4659 -4.7221 0.14
H 7.3446 -0.6467 -2.9789 0.14
C 0.1413 6.1803 3.4703 -0.09
C 1.3891 5.4989 2.9244 -0.24
C 1.0740 4.1028 2.4110 -0.18
N 2.2963 3.4545 1.9167 0.03
C 2.3396 2.3978 1.1364 -0.77
S 3.9318 1.8556 0.6093 0.68
N 1.2660 1.7523 0.7344 -0.33
C -9.9770 -0.5570 -0.4154 0.05
O -8.8685 -0.5375 -0.2336 0.38
C -11.3425 -0.5942 -0.6308 -0.17
C -11.9042 0.2431 -1.6192 0.03
C -13.2642 0.1857 -1.8086 -0.01
C -14.0390 -0.6794 -1.0348 0.02
C -13.4747 -1.5019 -0.0599 -0.01
C -12.1176 -1.4723 0.1590 0.03
H 0.3818 7.1756 3.8375 0.09
H -0.2877 5.6158 4.2991 0.08
H -0.6212 6.2880 2.6977 0.08
H 2.1451 5.4252 3.7115 0.12
H 1.8209 6.0888 2.1129 0.12
H 0.3583 4.1593 1.5860 0.13
H 0.6418 3.4915 3.2086 0.14
H 3.1791 3.8403 2.2243 0.14
H 0.3611 1.9928 1.1161 0.09
H -11.2789 0.9035 -2.2041 0.14
H -13.7312 0.8106 -2.5564 0.13
H -15.1087 -0.7122 -1.1960 0.14
H -14.1000 -2.1619 0.5242 0.13
H -11.6530 -2.0990 0.9080 0.14
```

Output
Net charge = +4
Relative energy (zero: lowest compared OMol25 entry of this formula, charge and spin) = 0.000 eV
F_max = 0.10 eV/Å
Calculated total energy = -11334.69836 hartree



7.
Molecular formula: C24H26AuN4OS
Method: DFT, wB97M-V/def2-TZVPD

```
57
Properties=species:S:1:pos:R:3:lowdin_charge:R:1
Au 0.2544 -2.3058 -0.4741 0.63
C 1.9478 -1.9629 -3.0312 -0.15
N 0.6163 -1.7105 -2.4364 -0.06
C -0.0250 -0.7071 -2.8776 -0.19
C -1.7319 0.0833 -1.2072 -0.40
C -2.8128 1.1362 -1.4316 0.03
C -3.9604 0.6341 -0.9936 0.00
C -3.6534 -0.7217 -0.4834 -0.08
N -2.4249 -1.0422 -0.5851 0.12
C 3.0306 -1.7241 -2.0134 -0.26
C 3.5782 -2.7795 -1.2949 -0.06
C 4.5249 -2.5374 -0.3106 -0.07
C 4.9277 -1.2378 -0.0416 -0.07
C 4.3872 -0.1797 -0.7606 -0.07
C 3.4402 -0.4228 -1.7429 -0.05
H 2.0854 -1.3058 -3.8934 0.12
H 1.9559 -2.9947 -3.3784 0.13
H 0.3653 -0.1125 -3.7008 0.16
H -2.6355 2.0954 -1.8902 0.12
H -4.9351 1.0963 -1.0106 0.12
H -4.3751 -1.4082 -0.0551 0.13
H 3.2634 -3.7942 -1.5096 0.11
H 4.9505 -3.3629 0.2440 0.11
H 5.6698 -1.0489 0.7227 0.11
H 4.7117 0.8331 -0.5608 0.10
H 3.0193 0.4064 -2.3041 0.11
C -1.7995 1.8456 3.5380 -0.05
C -2.5089 0.8467 2.6363 -0.18
N -1.8311 -0.4556 2.6286 -0.10
C -2.2318 -1.4102 3.6732 -0.22
C -3.3139 -2.3545 3.1754 -0.07
C -0.9011 -0.7476 1.7461 -0.72
S -0.0028 -2.2481 1.8122 0.62
N -0.4736 0.2271 0.9121 0.13
C -0.6206 0.6319 -0.2762 -0.15
O -1.2652 -0.3085 -2.5145 0.01
C 0.2816 1.7002 -0.7680 -0.15
C 1.3591 2.0785 0.0380 -0.01
C 2.2298 3.0671 -0.3788 -0.06
C 2.0462 3.6854 -1.6098 -0.06
C 0.9856 3.3128 -2.4212 -0.05
C 0.1060 2.3245 -2.0050 -0.04
H -2.3386 2.7924 3.5402 0.09
H -0.7861 2.0271 3.1797 0.08
H -1.7436 1.4846 4.5649 0.08
H -2.5654 1.2282 1.6189 0.10
H -3.5313 0.6671 2.9708 0.13
H -2.5870 -0.8162 4.5149 0.12
H -1.3542 -1.9593 4.0057 0.09
H -4.2023 -1.8014 2.8645 0.07
H -3.6070 -3.0394 3.9699 0.09
H -2.9419 -2.9400 2.3350 0.07
H 1.5066 1.5800 0.9861 0.12
H 3.0585 3.3566 0.2537 0.11
H 2.7303 4.4579 -1.9351 0.11
H 0.8380 3.7940 -3.3786 0.11
H -0.7101 2.0473 -2.6564 0.10
```

Output
Net charge = +1
Relative energy (zero: lowest compared OMol25 entry of this formula, charge and spin) = 0.306 eV
F_max = 0.55 eV/Å
Calculated total energy = -1758.05310 hartree



What is the formula in the seventh record?
C24H26AuN4OS